i | Computed, not measured: one molecule with the formula C2H4O2, with ωB97M-V/def2-TZVPD.

XYZ file:
```
8
Properties=species:S:1:pos:R:3:mulliken_charge:R:1
C -0.10 0.79 -0.01 -0.83
C 0.14 -0.62 0.56 0.67
O 0.64 -0.88 1.64 -0.51
O 0.12 -1.51 -0.50 -0.48
H -0.92 1.24 0.55 0.25
H -0.36 0.80 -1.07 0.33
H 0.82 1.37 0.13 0.23
H -0.34 -1.20 -1.30 0.34
```

Multiplicity   1
Total charge   0
Orbital gap   11.22 eV
LUMO energy   0.020 hartree
SMILES string   CC(=O)O
Highest occupied orbital energy   -10.7 eV

---

ii | Computed, not measured: a 2-piece molecular cluster, C2H4O2 overall, with ωB97M-V/def2-TZVPD.

XYZ file:
```
8
Properties=species:S:1:pos:R:3:mulliken_charge:R:1
C -0.15 1.45 0.22 -0.11
O -1.25 2.01 0.32 -0.45
H 0.47 0.97 1.02 0.31
H 0.28 1.45 -0.81 0.25
C 0.17 -1.48 -0.15 -0.08
O 0.94 -0.69 -0.65 -0.41
H -0.82 -1.15 0.24 0.23
H 0.36 -2.58 -0.19 0.27
```

Multiplicity   1
Total charge   0
Orbital gap   10.14 eV
LUMO energy   0.010 hartree
SMILES string   C=O.C=O
Highest occupied orbital energy   -9.9 eV

---

iii | Computed, not measured: one molecule with the formula C2H4O2, with ωB97M-V/def2-TZVPD.

XYZ file:
```
8
Properties=species:S:1:pos:R:3:mulliken_charge:R:1
C -1.05 0.90 0.22 -0.85
C 0.09 -0.02 0.01 0.70
O 1.04 0.06 0.78 -0.55
O 0.07 -0.98 -0.95 -0.47
H -1.06 1.32 1.20 0.31
H -2.03 0.48 0.00 0.29
H -0.91 1.88 -0.43 0.22
H 0.86 -1.59 -0.82 0.36
```

Multiplicity   1
Total charge   0
Orbital gap   11.15 eV
LUMO energy   0.027 hartree
SMILES string   CC(=O)O
Highest occupied orbital energy   -10.4 eV

---

iv | Computed, not measured: one molecule with the formula C2H4O2, with ωB97M-V/def2-TZVPD.

XYZ file:
```
8
Properties=species:S:1:pos:R:3:mulliken_charge:R:1
C 0.68 -0.32 0.65 -0.63
O -0.41 -0.65 -0.13 -0.27
C -0.95 0.39 -0.86 0.23
O -0.49 1.47 -1.06 -0.44
H 0.50 0.45 1.35 0.30
H 1.02 -1.11 1.33 0.26
H 1.55 -0.12 0.03 0.27
H -1.89 -0.11 -1.31 0.28
```

Multiplicity   1
Total charge   0
Orbital gap   12.04 eV
LUMO energy   0.035 hartree
SMILES string   COC=O
Highest occupied orbital energy   -11.1 eV

---

iii is preferred energetically. Next in line: 0.171 eV higher.

---

i | Computed, not measured: one molecule with the formula C3H4BrNS, with ωB97M-V/def2-TZVPD.

XYZ file:
```
10
Properties=species:S:1:pos:R:3:mulliken_charge:R:1
Br -0.51 0.98 -2.37 -0.12
C -0.90 0.21 -0.63 -0.33
C 0.17 -0.73 -0.12 -0.54
C 0.99 0.02 0.91 -0.02
N 0.56 1.11 1.38 -0.41
S -0.84 1.68 0.75 0.04
H -1.91 -0.17 -0.64 0.41
H 0.81 -1.11 -0.92 0.35
H -0.29 -1.59 0.38 0.24
H 1.92 -0.39 1.27 0.38
```

Multiplicity   1
Total charge   0
Orbital gap   9.60 eV
LUMO energy   0.030 hartree
SMILES string   Br[C@H]1CC=NS1
Highest occupied orbital energy   -8.8 eV

---

ii | Computed, not measured: one molecule with the formula C3H4BrNS, with ωB97M-V/def2-TZVPD.

XYZ file:
```
10
Properties=species:S:1:pos:R:3:mulliken_charge:R:1
C -1.51 -0.58 0.13 0.13
C -0.13 1.03 -1.05 -0.30
C 1.20 -0.59 0.57 -0.52
N -1.24 0.41 -0.60 -0.35
S -0.23 -1.43 1.09 -0.05
Br 2.06 0.60 1.79 -0.14
H -2.50 -1.01 0.38 0.31
H 0.36 1.89 -0.41 0.27
H 0.04 0.87 -2.10 0.30
H 1.94 -1.19 0.19 0.34
```

Multiplicity   1
Total charge   0
Orbital gap (alpha / beta)   7.62 / 7.62 eV
LUMO energy (alpha / beta)   -0.010 / -0.010 hartree
Highest occupied orbital energy (alpha / beta)   -7.9 / -7.9 eV

---

i is preferred energetically. Next in line: 2.678 eV higher.

---

i | Computed, not measured: H22HeO11 as an isolated structure, with ωB97M-V/def2-TZVPD.

XYZ file:
```
34
Properties=species:S:1:pos:R:3:mulliken_charge:R:1
He -17.74 9.08 -5.46 0.02
O -17.48 8.10 -8.39 -0.69
H -16.71 8.10 -8.96 0.33
H -17.87 7.23 -8.51 0.29
O -19.93 9.30 -3.55 -0.65
H -20.62 9.93 -3.33 0.30
H -19.95 9.25 -4.51 0.39
O -14.57 7.48 -4.38 -0.63
H -14.48 6.62 -3.98 0.27
H -14.88 7.30 -5.27 0.35
O -15.84 6.34 -6.71 -0.69
H -16.17 7.08 -7.21 0.40
H -16.60 6.03 -6.21 0.32
O -17.67 11.64 -5.02 -0.64
H -18.19 12.03 -5.72 0.27
H -18.28 11.57 -4.28 0.29
O -20.34 9.25 -6.41 -0.66
H -19.90 9.67 -7.15 0.31
H -20.58 8.38 -6.73 0.29
O -17.65 9.26 -2.01 -0.64
H -18.16 9.08 -2.80 0.33
H -17.73 10.21 -1.90 0.28
O -15.00 9.45 -8.46 -0.63
H -15.06 9.73 -7.55 0.32
H -15.31 10.20 -8.96 0.30
O -14.70 9.66 -2.59 -0.64
H -14.43 8.87 -3.05 0.36
H -15.66 9.65 -2.63 0.36
O -15.41 11.44 -6.33 -0.62
H -15.28 12.35 -6.59 0.25
H -16.17 11.46 -5.76 0.45
O -19.42 10.34 -8.78 -0.71
H -19.14 11.09 -8.25 0.32
H -18.69 9.73 -8.73 0.40
```

Multiplicity   1
Total charge   0
Orbital gap   9.44 eV
LUMO energy   -0.011 hartree
Highest occupied orbital energy   -9.7 eV

---

ii | Computed, not measured: H22HeO11 as an isolated structure, with ωB97M-V/def2-TZVPD.

XYZ file:
```
34
Properties=species:S:1:pos:R:3:mulliken_charge:R:1
He -0.25 0.02 -0.03 0.02
O -1.44 0.05 2.75 -0.76
H -2.06 0.77 2.76 0.32
H -1.37 -0.22 3.67 0.33
O 2.17 3.54 1.75 -0.64
H 1.37 3.98 1.49 0.31
H 2.00 2.61 1.59 0.35
O 1.55 -1.88 1.09 -0.59
H 1.92 -1.13 0.62 0.34
H 1.74 -1.71 2.01 0.27
O 1.38 0.90 2.03 -0.67
H 1.92 0.78 2.81 0.34
H 0.56 0.44 2.23 0.32
O -3.16 -2.21 2.42 -0.64
H -3.22 -2.53 1.52 0.35
H -2.63 -1.41 2.35 0.39
O -1.06 -1.17 -2.42 -0.74
H -0.75 -1.76 -1.73 0.35
H -0.29 -0.63 -2.63 0.43
O 3.27 -0.61 -1.38 -0.65
H 3.53 0.30 -1.22 0.34
H 3.78 -1.12 -0.76 0.28
O -2.66 1.02 -1.98 -0.73
H -2.76 1.25 -2.90 0.31
H -2.18 0.19 -1.99 0.43
O -1.47 3.28 -1.06 -0.65
H -1.93 2.49 -1.36 0.42
H -0.76 3.39 -1.70 0.28
O 1.15 0.21 -3.37 -0.66
H 1.83 0.43 -2.73 0.32
H 1.62 -0.05 -4.16 0.30
O -0.85 -2.92 -0.15 -0.69
H -0.35 -2.45 0.52 0.34
H -0.60 -3.84 -0.04 0.31
```

Multiplicity   1
Total charge   0
Orbital gap   10.28 eV
LUMO energy   -0.008 hartree
Highest occupied orbital energy   -10.5 eV

---

ii is preferred energetically. Next in line: 0.178 eV higher.